one:
# C4H12

A cluster of 2 separate species, C4H12 in total (ωB97M-V/def2-TZVPD, the Open Molecules 2025 dataset).

The geometry in ORCA input format:
```
! wB97M-V def2-TZVPD RIJCOSX def2/J DEFGRID3
* xyz 0 1
C 0.1401 2.0993 0.8125
C 0.8977 1.9986 -0.5246
H 0.6738 2.6665 1.5796
H -0.8778 2.4679 0.7789
H 0.2197 1.0843 1.1990
H 0.2412 1.8078 -1.3722
H 1.5749 1.1502 -0.4590
H 1.5260 2.8420 -0.8118
C -0.3686 -1.3138 0.0181
C -0.8346 -2.7952 -0.3279
H -0.1882 -0.8130 -0.9316
H -1.0243 -0.7236 0.6579
H 0.5616 -1.2585 0.5767
H -1.7972 -2.9049 0.1463
H -0.0358 -3.4167 0.0593
H -0.7084 -2.8908 -1.4010
*
```

SMILES ... CC.CC
HOMO energy ... -11.58 eV
Gap between HOMO and LUMO ... 12.7 eV

---

two:
# C4H12

A cluster of 2 separate species, C4H12 in total (ωB97M-V/def2-TZVPD, the Open Molecules 2025 dataset).

The geometry in ORCA input format:
```
! wB97M-V def2-TZVPD RIJCOSX def2/J DEFGRID3
* xyz 0 1
C 0.4739 1.5565 2.2950
C 0.3493 0.3906 1.3822
H -0.3925 1.5001 2.9821
H 1.3962 1.6500 2.8561
H 0.1567 2.5474 1.7895
H -0.3348 -0.3359 1.7387
H 1.2726 -0.1825 1.1242
H 0.0302 0.6977 0.3769
C 0.3048 -1.1176 -1.6334
C -1.1069 -0.8243 -1.9574
H 1.0096 -0.3898 -1.2556
H 0.4497 -2.0435 -1.2037
H 0.7682 -1.2307 -2.6567
H -1.8986 -1.4671 -1.6581
H -1.2711 0.1182 -1.5653
H -1.3132 -0.8947 -3.0464
*
```

SMILES ... CC.CC
HOMO energy ... -11.02 eV
Gap between HOMO and LUMO ... 12.2 eV

---

three:
# C4H12

A cluster of 2 separate species, C4H12 in total (ωB97M-V/def2-TZVPD, the Open Molecules 2025 dataset).

The geometry in ORCA input format:
```
! wB97M-V def2-TZVPD RIJCOSX def2/J DEFGRID3
* xyz 0 1
C -1.0253 -2.1604 0.5812
C -1.4617 -1.2625 1.7110
H -0.5496 -3.1379 1.0095
H -1.7780 -2.5414 0.0398
H -0.2872 -1.5568 0.0385
H -1.5110 -0.2410 1.4055
H -0.5849 -1.3397 2.3970
H -2.2549 -1.6436 2.2816
C 0.8580 2.4251 -1.0135
C 1.4547 1.0312 -1.2923
H 1.7623 3.1315 -0.7337
H 0.3700 2.7864 -1.9422
H 0.2244 2.3530 -0.1298
H 1.8953 0.6298 -0.4515
H 2.1927 1.1365 -2.0417
H 0.6952 0.3900 -1.8594
*
```

SMILES ... CC.CC
HOMO energy ... -11.38 eV
Gap between HOMO and LUMO ... 12.5 eV

---

four:
# C4H12

A cluster of 2 separate species, C4H12 in total (ωB97M-V/def2-TZVPD, the Open Molecules 2025 dataset).

The geometry in ORCA input format:
```
! wB97M-V def2-TZVPD RIJCOSX def2/J DEFGRID3
* xyz 0 1
C 0.8439 1.8596 -0.0299
C 0.7693 1.7214 -1.6401
H 0.0699 1.2298 0.4525
H 1.8413 1.7410 0.3486
H 0.4401 2.7701 0.2150
H 0.8779 2.6428 -2.2395
H -0.1800 1.1905 -1.9125
H 1.5183 1.0074 -1.9569
C -1.4311 -1.5058 1.1283
C -0.1542 -2.0389 0.5532
H -1.5049 -0.4279 0.9794
H -2.1981 -2.0257 0.5356
H -1.4350 -1.6038 2.2316
H -0.0835 -3.0990 0.9449
H 0.7265 -1.5036 0.7927
H -0.2397 -2.1393 -0.4605
*
```

SMILES ... CC.CC
HOMO energy ... -11.53 eV
Gap between HOMO and LUMO ... 12.7 eV

---

Result of the stability comparison: two is the least stable of them.

---

one:
# C4H12

A cluster of 2 separate species, C4H12 in total (ωB97M-V/def2-TZVPD, the Open Molecules 2025 dataset).

The geometry in ORCA input format:
```
! wB97M-V def2-TZVPD RIJCOSX def2/J DEFGRID3
* xyz 0 1
C 0.8364 0.9916 -1.3089
C 1.2416 2.2218 -2.1002
H 1.6770 0.3490 -1.0424
H 0.3700 1.2500 -0.3550
H 0.1331 0.3706 -1.8484
H 2.0917 2.7402 -1.6644
H 1.5582 1.9293 -3.1025
H 0.4030 2.9095 -2.1893
C -0.8654 -0.9713 2.0692
C -1.2191 -2.2544 1.3284
H 0.1587 -1.0308 2.4469
H -0.8654 -0.0657 1.4597
H -1.5548 -0.8022 2.8877
H -2.2810 -2.3041 1.0805
H -1.0457 -3.1146 1.9765
H -0.6298 -2.3763 0.4337
*
```

SMILES ... CC.CC
HOMO energy ... -11.71 eV
Gap between HOMO and LUMO ... 12.9 eV

---

two:
# C4H12

A cluster of 2 separate species, C4H12 in total (ωB97M-V/def2-TZVPD, the Open Molecules 2025 dataset).

The geometry in ORCA input format:
```
! wB97M-V def2-TZVPD RIJCOSX def2/J DEFGRID3
* xyz 0 1
C -0.2909 -2.1854 -0.5550
C -0.9205 -0.9899 -1.3292
H 0.7423 -2.4860 -0.6596
H -0.4783 -1.8631 0.4819
H -0.8231 -3.1126 -0.8375
H -2.0073 -1.0306 -0.9976
H -0.9518 -1.1456 -2.4004
H -0.3334 -0.0986 -1.2189
C -0.0005 1.2190 1.1155
C 1.2613 2.0092 0.7200
H 0.2330 0.7245 2.0502
H -0.8510 1.7895 1.4290
H -0.3003 0.4955 0.3569
H 0.9295 3.0097 0.4612
H 2.0088 2.1249 1.4955
H 1.7822 1.5395 -0.1119
*
```

SMILES ... CC.CC
HOMO energy ... -11.48 eV
Gap between HOMO and LUMO ... 12.6 eV

---

three:
# C4H12

A cluster of 2 separate species, C4H12 in total (ωB97M-V/def2-TZVPD, the Open Molecules 2025 dataset).

The geometry in ORCA input format:
```
! wB97M-V def2-TZVPD RIJCOSX def2/J DEFGRID3
* xyz 0 1
C -2.3104 1.2464 -0.1468
C -0.9983 0.6890 -0.6272
H -2.6578 0.7380 0.8387
H -2.4233 2.3508 -0.1032
H -3.1482 0.9382 -0.7341
H -0.3719 1.4979 -1.1269
H -0.3635 0.5339 0.2739
H -1.1798 -0.1962 -1.3138
C 2.0876 -0.3753 0.0762
C 1.2501 -1.5330 0.6508
H 1.5424 0.4924 -0.2029
H 2.8175 -0.0766 0.7862
H 2.5062 -0.7694 -1.0005
H 0.9151 -2.3855 0.0800
H 0.3887 -1.2314 1.3614
H 1.7998 -2.0545 1.4230
*
```

SMILES ... CC.CC
HOMO energy ... -11.15 eV
Gap between HOMO and LUMO ... 12.3 eV

---

four:
# C4H12

A cluster of 2 separate species, C4H12 in total (ωB97M-V/def2-TZVPD, the Open Molecules 2025 dataset).

The geometry in ORCA input format:
```
! wB97M-V def2-TZVPD RIJCOSX def2/J DEFGRID3
* xyz 0 1
C 0.2940 -1.6208 -1.2677
C -1.1987 -1.4918 -0.8694
H 0.8593 -0.8078 -0.8034
H 0.7236 -2.5313 -0.8637
H 0.3661 -1.4611 -2.3402
H -1.4649 -0.5404 -0.4433
H -1.4339 -2.3209 -0.1926
H -1.8490 -1.7960 -1.6934
C 1.1933 1.7826 1.0907
C -0.2771 1.4423 1.0408
H 1.6315 2.1162 0.1527
H 1.4252 2.4817 1.8951
H 1.7377 0.8667 1.3495
H -0.8809 2.2740 0.6861
H -0.4458 0.6386 0.3266
H -0.6804 0.9681 1.9321
*
```

SMILES ... CC.CC
HOMO energy ... -11.54 eV
Gap between HOMO and LUMO ... 12.7 eV

---

Result of the stability comparison: three is the least stable of them.

---

one:
# C4H12

A cluster of 2 separate species, C4H12 in total (ωB97M-V/def2-TZVPD, the Open Molecules 2025 dataset).

The geometry in ORCA input format:
```
! wB97M-V def2-TZVPD RIJCOSX def2/J DEFGRID3
* xyz 0 1
C -0.4312 1.4439 1.9437
C 0.3539 0.1259 2.0709
H -1.3078 1.4287 2.5886
H 0.1601 2.2875 2.2853
H -0.7781 1.6625 0.9369
H -0.2610 -0.6401 1.6134
H 0.4824 -0.1397 3.1186
H 1.2662 0.2695 1.5043
C 0.0213 -0.4212 -2.6699
C 0.0896 -1.1633 -1.3242
H -0.9701 -0.0064 -2.8361
H 0.7859 0.3446 -2.6796
H 0.2154 -1.1020 -3.5020
H 0.5483 -2.1390 -1.5207
H -0.8558 -1.4171 -0.8599
H 0.6807 -0.5339 -0.6694
*
```

SMILES ... CC.CC
HOMO energy ... -11.72 eV
Gap between HOMO and LUMO ... 12.9 eV

---

two:
# C4H12

A cluster of 2 separate species, C4H12 in total (ωB97M-V/def2-TZVPD, the Open Molecules 2025 dataset).

The geometry in ORCA input format:
```
! wB97M-V def2-TZVPD RIJCOSX def2/J DEFGRID3
* xyz 0 1
C 2.4575 0.5393 -1.2670
C 2.2193 1.0240 0.1655
H 2.9909 -0.4202 -1.2750
H 1.5458 0.3714 -1.8285
H 3.1772 1.1703 -1.7961
H 1.1793 1.3412 0.3049
H 2.6320 0.3948 0.9432
H 2.6988 2.0073 0.2962
C -2.1349 -1.4806 0.2969
C -2.5336 -0.0963 0.8353
H -1.9689 -2.1457 1.1437
H -2.9050 -1.9708 -0.3061
H -1.2006 -1.4464 -0.2701
H -3.0621 0.4695 0.0624
H -1.6673 0.5176 1.0775
H -3.1729 -0.2470 1.7021
*
```

SMILES ... CC.CC
HOMO energy ... -11.57 eV
Gap between HOMO and LUMO ... 12.7 eV

---

three:
# C4H12

A cluster of 2 separate species, C4H12 in total (ωB97M-V/def2-TZVPD, the Open Molecules 2025 dataset).

The geometry in ORCA input format:
```
! wB97M-V def2-TZVPD RIJCOSX def2/J DEFGRID3
* xyz 0 1
C 0.1603 -2.2830 -1.8268
C -0.6654 -1.0760 -1.4129
H -0.5214 -3.1267 -1.9182
H 0.7198 -1.9559 -2.7852
H 1.0519 -2.5733 -1.2157
H -0.0733 -0.1252 -1.7282
H -0.5848 -0.9494 -0.3355
H -1.7040 -1.2335 -1.6436
C -0.4396 1.5707 1.9873
C 0.8869 1.7840 1.2447
H -0.4445 0.5807 2.2942
H -0.3634 2.3029 2.8060
H -1.3096 1.9455 1.3033
H 1.5457 1.7617 2.2090
H 1.1533 0.8455 0.5673
H 0.8764 2.5535 0.4923
*
```

SMILES ... CC.CC
HOMO energy ... -11.09 eV
Gap between HOMO and LUMO ... 12.2 eV

---

four:
# C4H12

A cluster of 2 separate species, C4H12 in total (ωB97M-V/def2-TZVPD, the Open Molecules 2025 dataset).

The geometry in ORCA input format:
```
! wB97M-V def2-TZVPD RIJCOSX def2/J DEFGRID3
* xyz 0 1
C -2.2451 0.2548 0.2440
C -1.2827 0.4956 1.6264
H -1.7434 -0.1708 -0.5872
H -3.0297 -0.4521 0.2858
H -2.5608 1.2219 -0.0797
H -0.1417 0.1868 1.5055
H -1.6498 -0.0739 2.5377
H -1.3018 1.4976 1.8248
C 1.3626 -0.1965 -0.2072
C 2.0391 -0.4081 -1.6787
H 1.8221 0.6255 0.3754
H 0.3840 -0.2219 -0.3685
H 1.7975 -1.1281 0.2230
H 2.9005 0.2550 -1.7896
H 1.2336 -0.4279 -2.3213
H 2.4156 -1.4579 -1.5903
*
```

SMILES ... CC.CC
HOMO energy ... -11.06 eV
Gap between HOMO and LUMO ... 12.2 eV

---

Result of the stability comparison: four is the least stable of them.

---

one:
# C4H12

A cluster of 2 separate species, C4H12 in total (ωB97M-V/def2-TZVPD, the Open Molecules 2025 dataset).

The geometry in ORCA input format:
```
! wB97M-V def2-TZVPD RIJCOSX def2/J DEFGRID3
* xyz 0 1
C 2.6429 -0.5665 -0.0824
C 1.8007 -0.7831 1.1720
H 2.3222 -1.1786 -0.9175
H 2.7466 0.4380 -0.4549
H 3.5864 -1.1015 0.0784
H 2.0985 0.0518 1.8176
H 2.0052 -1.7381 1.6336
H 0.7187 -0.6699 1.0850
C -2.4703 1.3124 -0.8976
C -1.9733 0.0486 -0.1807
H -1.6205 1.9243 -1.2205
H -3.1246 1.1664 -1.7466
H -3.0313 1.9315 -0.1930
H -2.7720 -0.6978 -0.1838
H -1.1558 -0.4172 -0.7387
H -1.6445 0.2662 0.8279
*
```

SMILES ... CC.CC
HOMO energy ... -11.39 eV
Gap between HOMO and LUMO ... 12.5 eV

---

two:
# C4H12

A cluster of 2 separate species, C4H12 in total (ωB97M-V/def2-TZVPD, the Open Molecules 2025 dataset).

The geometry in ORCA input format:
```
! wB97M-V def2-TZVPD RIJCOSX def2/J DEFGRID3
* xyz 0 1
C -1.6354 -0.6697 1.1096
C -2.3031 0.5914 1.5354
H -2.2265 -1.5219 0.8551
H -0.9784 -0.4426 0.2137
H -0.9603 -0.9267 1.8928
H -3.1322 0.7744 0.7415
H -3.0116 0.6449 2.4700
H -1.8191 1.5863 1.4662
C 1.6893 -0.6624 -1.5871
C 2.2629 0.6703 -1.0329
H 2.1735 -1.3808 -0.7952
H 0.6650 -0.8353 -1.5175
H 1.8883 -0.8224 -2.6061
H 3.0828 0.6010 -0.3731
H 1.5194 1.3093 -0.4474
H 2.7855 1.0844 -1.9251
*
```

SMILES ... CC.CC
HOMO energy ... -10.92 eV
Gap between HOMO and LUMO ... 12.0 eV

---

Result of the stability comparison: two is the least stable of them.

---

one:
# C4H12

A cluster of 2 separate species, C4H12 in total (ωB97M-V/def2-TZVPD, the Open Molecules 2025 dataset).

The geometry in ORCA input format:
```
! wB97M-V def2-TZVPD RIJCOSX def2/J DEFGRID3
* xyz 0 1
C 1.2871 1.9459 -0.4848
C 0.0267 2.7445 -0.8818
H 1.3785 2.0258 0.5551
H 1.3320 0.9325 -0.8787
H 2.2235 2.3772 -0.8912
H -0.2574 2.5938 -1.9260
H 0.1854 3.8672 -0.9010
H -0.8013 2.4471 -0.2539
C 0.0891 -2.3406 0.8075
C -1.4480 -2.4653 0.6170
H 0.2150 -1.3416 1.3414
H 0.7500 -3.0533 1.3452
H 0.6606 -2.1866 -0.0813
H -1.6553 -3.2937 -0.0337
H -1.9585 -1.6433 0.1549
H -2.0272 -2.6095 1.5112
*
```

SMILES ... CC.CC
HOMO energy ... -11.52 eV
Gap between HOMO and LUMO ... 12.6 eV

---

two:
# C4H12

A cluster of 2 separate species, C4H12 in total (ωB97M-V/def2-TZVPD, the Open Molecules 2025 dataset).

The geometry in ORCA input format:
```
! wB97M-V def2-TZVPD RIJCOSX def2/J DEFGRID3
* xyz 0 1
C 1.7581 0.2528 1.6897
C 0.6189 -0.3205 2.5307
H 2.4156 -0.4267 1.1762
H 1.2307 0.8042 0.8974
H 2.2369 1.0382 2.2713
H 0.8409 -0.3302 3.6022
H 0.2998 -1.2796 2.1226
H -0.2775 0.3065 2.5574
C -0.5710 -0.4857 -1.9946
C -1.7265 0.4908 -2.2276
H -0.1304 -0.3602 -1.0086
H -0.7983 -1.5528 -2.0739
H 0.1746 -0.3652 -2.7873
H -2.6675 -0.0012 -1.9729
H -1.8388 0.8973 -3.2290
H -1.5654 1.3322 -1.5533
*
```

SMILES ... CC.CC
HOMO energy ... -11.39 eV
Gap between HOMO and LUMO ... 12.5 eV

---

Result of the stability comparison: one is the least stable of them.

---

one:
# C4H12

A cluster of 2 separate species, C4H12 in total (ωB97M-V/def2-TZVPD, the Open Molecules 2025 dataset).

The geometry in ORCA input format:
```
! wB97M-V def2-TZVPD RIJCOSX def2/J DEFGRID3
* xyz 0 1
C 0.8913 1.3948 -1.5004
C -0.3895 0.6073 -1.8867
H 0.9730 2.3359 -2.0513
H 0.7515 1.7718 -0.4914
H 1.8285 0.8565 -1.5861
H -0.1032 -0.4345 -2.0181
H -0.4682 0.8405 -2.9632
H -1.2952 0.9456 -1.4136
C -0.4874 -0.8969 0.9875
C -0.0796 -1.1026 2.4613
H -0.1349 -1.6492 0.2829
H -1.5090 -0.6243 1.0320
H 0.0834 -0.0685 0.5743
H 0.5499 -1.9667 2.6671
H -0.8953 -1.0904 3.1745
H 0.5467 -0.2797 2.7557
*
```

SMILES ... CC.CC
HOMO energy ... -11.23 eV
Gap between HOMO and LUMO ... 12.4 eV

---

two:
# C4H12

A cluster of 2 separate species, C4H12 in total (ωB97M-V/def2-TZVPD, the Open Molecules 2025 dataset).

The geometry in ORCA input format:
```
! wB97M-V def2-TZVPD RIJCOSX def2/J DEFGRID3
* xyz 0 1
C -0.0888 2.1001 0.5271
C 0.8206 1.6961 -0.5668
H 0.3237 2.8982 1.1028
H -0.9956 2.3841 0.1025
H -0.2842 1.2453 1.1540
H 1.5113 2.5197 -0.8683
H 0.2831 1.4907 -1.5019
H 1.3219 0.7708 -0.3816
C -0.3748 -1.6896 0.8121
C -0.3741 -2.1447 -0.6434
H 0.3631 -0.9335 0.8124
H -1.2065 -1.1378 1.0789
H -0.1814 -2.5170 1.5169
H -0.0551 -1.3188 -1.3345
H -1.3418 -2.4072 -1.0041
H 0.2785 -2.9563 -0.8061
*
```

SMILES ... CC.CC
HOMO energy ... -11.61 eV
Gap between HOMO and LUMO ... 12.8 eV

---

Result of the stability comparison: one is the least stable of them.